No. 1
This record from the OMol25 dataset describes a molecular structure, C30H60BN2O10Pt2S4 in a non-equilibrium geometry. The level of theory is ωB97M-V/def2-TZVPD.

Gap between HOMO and LUMO (alpha / beta) = 0.260 / 0.205 hartree
2S+1 = 5
E_HOMO (alpha / beta) = -9.7720 / -9.7721 eV
M = 1138.050 u
Net charge = +1
Expectation value of S² = 6.015

Structure (XYZ):
```
109
Properties=species:S:1:pos:R:3:forces:R:3
C 1.828771 -4.864111 2.997910 1.77 0.71 0.33
H 5.710003 0.134164 -1.518243 -0.81 -0.01 0.35
C 1.473534 2.359378 -4.381523 1.34 -0.38 -0.17
C -0.285408 0.161662 5.414256 0.27 1.25 -0.43
H 2.739433 -4.680185 2.427860 0.10 -0.96 -0.40
H -6.010715 -0.456328 1.030889 0.05 0.08 0.27
H 3.603991 2.864388 -1.581328 -0.01 -0.28 0.12
H -2.645486 -0.555489 1.204466 0.00 0.36 0.02
H -5.939182 5.159497 -4.577975 0.07 0.01 0.05
H -3.009396 -3.482820 -2.154461 -0.42 0.69 0.19
C -3.184052 -3.020381 -3.125926 0.92 0.12 -1.56
C -5.284826 1.518947 0.231522 -0.39 -1.87 0.06
H -3.794788 -0.145174 -4.861251 -0.15 0.03 0.07
H 4.454772 -3.579979 -1.534647 0.40 -0.50 -0.11
H 2.093360 1.777442 0.639297 -3.73 -0.45 -2.12
C 0.372953 0.048717 6.768803 -0.02 -0.06 1.05
Pt 2.532929 -0.337442 1.423096 -0.36 0.19 -2.16
H 1.859818 1.303401 7.983699 -0.07 -0.48 -0.23
H -4.048517 3.375228 0.308730 -0.19 0.07 0.33
H 0.554287 2.242246 7.285055 -0.78 -0.51 0.68
H -4.866901 4.545981 -2.331726 -0.02 0.08 -0.42
C -3.518661 -1.199376 -4.838759 -0.20 0.54 -0.26
H -3.012891 2.888337 -2.633318 -0.02 -0.11 -0.12
H -4.909265 3.785432 -6.482731 0.34 -0.43 -0.03
C 4.965783 -3.315288 -0.608953 -1.11 2.63 0.30
C 1.150011 1.338427 7.157228 -0.37 1.10 -2.83
H 5.710184 -1.421828 -2.368970 -0.19 0.24 -0.46
S -1.508421 -2.682502 -3.865820 -0.53 -0.83 -1.27
H -0.349757 -2.781735 4.574149 -0.06 0.19 -0.09
H -1.061185 0.927055 5.392786 -0.12 0.02 0.27
C -4.589019 3.656207 -5.459427 -1.13 1.79 0.24
H 6.778605 -1.122202 -1.101692 -0.04 -0.31 0.58
H 3.300664 2.665884 -5.566115 -0.26 -0.44 0.02
H -0.736050 -0.719289 4.957150 0.56 -0.07 0.08
H -3.691840 2.546518 2.842984 -0.06 -0.24 0.17
H 3.636618 1.087574 1.186538 3.77 -3.96 -0.32
C 4.691776 -1.714661 -0.467494 2.70 0.18 0.04
H 2.001441 2.777547 5.564830 -0.29 0.04 0.26
H -4.078273 -1.635195 -5.666411 0.37 -0.43 -0.02
O 1.677371 0.122118 3.472780 0.00 0.25 1.90
O -0.510408 -2.258127 -2.881649 -0.21 0.58 0.50
C -3.925301 -1.758489 -3.476478 -0.74 1.48 1.14
H -1.611523 -1.424060 -5.966191 -0.15 -0.51 0.08
H 5.092335 -1.402414 0.496953 -0.28 -0.37 0.70
C 2.703099 3.187719 -4.818657 0.13 0.65 -1.06
H 0.527150 2.820430 -4.664179 0.00 -0.23 0.41
H -4.911163 0.275895 3.160554 0.25 0.49 -0.08
S 0.935773 1.039635 4.349832 -3.49 1.54 -1.56
O 0.972324 3.115702 -1.897558 0.82 -2.77 -0.67
O -1.117092 -3.813698 -4.655467 0.08 -0.17 -0.15
S 0.987235 -3.308064 2.599155 -1.72 -1.57 2.17
H -1.443928 -0.454876 -4.553953 -0.45 0.38 0.21
H 3.977032 1.484769 -2.640679 0.10 0.12 -0.31
H -1.324125 -0.029502 -1.878175 0.26 -0.39 0.21
H -2.290932 0.899702 -0.759304 -0.39 -0.06 -0.11
O 0.097722 2.047134 3.612510 2.33 -1.76 1.93
H 1.622326 1.354172 -4.775902 -0.60 0.10 -0.34
N -4.640212 4.134891 -3.226000 0.96 -0.10 -1.68
C -2.023697 -1.280104 -4.967446 1.32 -0.54 0.62
H 2.755093 2.093552 2.235334 -0.73 1.32 3.71
C -4.509464 2.533925 0.804841 0.15 -1.79 1.29
C 3.648171 3.543189 -3.679320 -0.56 -1.10 1.85
H -3.688155 -3.716198 -3.796612 0.81 -0.78 0.03
C -0.697515 0.019999 0.304635 0.22 0.78 0.67
H -0.834556 1.574038 -1.313253 0.55 -0.27 0.30
C 1.852489 1.725452 5.807733 1.37 -0.47 -0.53
C -4.269066 2.045649 2.079872 0.78 1.37 1.28
H -5.004647 -1.907328 -3.507391 0.05 -0.14 0.34
H 2.845365 1.276726 5.777211 0.05 -0.15 -0.29
O 3.410228 -1.192982 -0.539927 -2.17 -0.39 -0.64
C 5.741496 -0.947571 -1.388050 -0.28 -1.30 -0.74
C -1.266270 0.621546 -1.005880 -1.31 0.16 0.95
O 1.484002 0.582374 -2.558602 -0.41 0.05 0.65
O 1.933857 -2.244174 2.246617 -0.54 -1.74 -0.22
H 1.151919 -4.043451 6.333271 0.63 0.40 -0.07
H -5.560253 1.522951 -0.812752 -0.35 -0.33 0.09
H -1.307599 -1.103993 2.209737 0.46 0.23 -0.18
C 0.706932 -3.031190 4.477799 -2.01 1.01 -1.33
H 1.226246 -5.717295 2.686214 0.10 0.26 -0.13
H -0.379073 -0.163566 7.528748 0.09 -0.27 0.02
H 1.092139 -0.768839 6.719052 0.02 -0.19 0.30
H 1.283814 -2.124700 4.661033 0.27 -0.31 0.23
C 2.250572 -4.885369 4.525016 -0.69 0.60 -0.82
H 3.405116 4.485834 -3.188964 -0.19 0.02 -0.17
S 1.686271 2.031500 -2.619384 -0.42 3.31 -0.74
H 3.155995 -4.293421 4.658795 -0.18 0.45 -0.08
H -2.951612 2.170051 -5.225825 0.01 0.09 -0.17
C -5.470543 0.466066 1.185141 -1.09 1.15 -3.47
C 1.013727 -4.257630 5.273485 1.65 -1.42 -0.15
H 2.370682 4.072386 -5.361764 -0.02 0.17 0.24
C -5.128102 4.453191 -4.479578 -1.74 0.50 0.70
H 0.257887 -5.038483 5.357571 -0.54 0.31 -0.77
H -3.720451 -0.941653 -2.784435 -0.12 -0.11 0.42
B 3.001162 1.959580 1.193341 -1.38 0.92 0.61
H 4.541044 -3.860676 0.233809 -0.19 0.05 -0.05
N -4.894288 0.839071 2.322312 0.95 1.02 0.00
H 6.045567 -3.462853 -0.589134 -0.14 -0.12 -0.42
C -3.630873 2.906780 -4.823047 1.82 -1.10 2.32
H 3.517362 2.739816 0.655745 2.25 2.48 -1.75
O 0.578653 -0.479139 0.082425 2.09 -1.91 -0.96
C -1.615894 -0.912622 1.181912 -0.05 0.13 -2.03
H -0.405112 0.853096 0.943807 -0.61 0.69 0.17
H -1.655082 -1.853599 0.633156 0.00 -0.34 0.29
H 2.603136 -5.881393 4.792835 -0.69 -0.17 0.14
C -3.628247 3.239411 -3.448479 -0.22 -0.82 -0.83
Pt 1.402968 -1.506827 -1.874172 0.55 0.87 2.52
C 3.430079 2.424420 -2.563316 0.31 0.83 0.03
O -0.206999 -3.654319 1.798403 2.08 1.13 1.20
H 4.703544 3.605786 -3.944590 -0.16 -0.22 -0.21
```
Positions in Å, forces in eV/Å.

=====

No. 2
This record from the OMol25 dataset describes 10 unconnected molecules or ions with the total composition C30H60Cl10O10 in a non-equilibrium geometry. The level of theory is ωB97M-V/def2-TZVPD.

Gap between HOMO and LUMO = 0.389 hartree
2S+1 = 1
SMILES string = CCOC(C)=O.CCOC(C)=O.CCOC(C)=O.CCOC(C)=O.CCOC(C)=O.ClCCCl.ClCCCl.ClCCCl.ClCCCl.ClCCCl
E_HOMO = -10.1534 eV
M = 935.330 u

Structure (XYZ):
```
110
Properties=species:S:1:pos:R:3:forces:R:3
H 0.899644 1.206543 -1.616056 -1.38 -0.84 -0.42
Cl 4.766221 3.432386 -1.854241 -0.24 -0.48 0.84
C -4.122695 4.004894 -0.695189 -0.77 -1.53 0.05
H 0.980521 -1.727902 7.510082 0.03 0.42 -0.09
H 0.512384 -4.292863 1.817069 -0.78 0.07 0.53
H -1.405502 -3.973112 -5.373352 0.28 -0.02 0.09
H 3.394776 -4.345317 -3.048129 0.05 -0.46 -1.13
C 3.365598 -4.276487 -1.017800 -0.66 1.19 0.91
O 1.719313 0.854348 0.598961 -0.56 -0.72 -0.17
H -3.003025 -2.595856 4.747154 0.32 -0.61 -0.27
C -0.474855 -3.443933 -5.132962 -0.45 0.53 -0.59
H 0.695532 -0.797735 -3.120860 -0.54 -0.45 1.44
O 0.783544 -1.531298 -5.630059 1.93 0.35 1.04
C -2.889002 0.902281 -4.841739 -0.41 0.89 -0.87
H 0.829247 5.806263 -4.055662 0.09 -0.29 -0.07
H -0.193944 -3.870674 7.666926 0.43 0.01 -1.07
O 0.528356 0.019954 -7.205329 1.95 -0.50 2.14
C -4.095351 1.117191 -5.790265 1.05 -0.63 -0.16
H 2.410689 -5.246191 2.735769 0.80 -0.49 -0.78
H -6.024267 4.111177 2.584182 0.68 -0.17 0.27
H -1.060779 0.064209 2.039021 -0.60 -0.59 0.07
H 1.437588 -4.240881 7.206340 0.59 0.36 0.05
H 0.292417 -4.198460 5.931171 -0.55 -0.36 -0.32
H -2.766371 1.768172 -4.167364 -0.16 -0.37 -0.38
H 2.144516 -3.167530 -2.516290 0.24 -0.28 0.17
H -3.373141 4.734145 -0.456127 0.17 0.54 0.07
C 1.597801 5.076058 -2.153454 -1.20 0.91 0.97
C -3.441907 2.757320 -1.278951 0.22 -0.46 0.21
C -1.421717 -3.237479 3.505247 -0.25 0.76 -0.44
Cl 3.143344 -3.138314 0.399429 0.10 -0.28 -0.40
H 2.696182 3.592384 5.405994 -0.53 -0.48 -0.74
O -0.383910 0.563262 -0.189938 -0.54 -0.94 0.63
O -6.770394 3.526673 -0.532305 -0.64 0.15 0.37
H -1.058703 -1.733459 -6.369441 -1.06 0.26 0.13
H -4.138410 1.910600 -1.449875 0.16 0.62 0.14
O -0.632511 -1.859010 6.194537 1.07 1.65 -0.57
H 3.095350 1.880371 2.787488 -0.45 0.67 0.87
C 0.702187 -2.238910 6.593869 0.79 -1.37 -0.45
H 4.384997 -4.603145 -1.008487 0.44 -0.38 0.33
H 4.011466 0.331409 0.157741 -0.25 -0.06 0.06
C -0.162767 0.629848 2.113118 0.49 0.34 -0.60
H 0.455345 0.282344 2.931417 0.15 0.09 0.00
C 2.401205 0.232365 -5.662457 -0.02 -0.58 0.32
C 4.631394 1.140548 -0.194347 1.76 0.21 -0.30
O -4.813859 3.722722 0.557139 -0.24 0.38 -0.24
H -0.852575 0.890168 -2.076108 -0.02 -0.07 -0.33
H 2.613084 5.745850 -3.749953 -0.10 0.12 -0.66
H -3.970345 2.056297 -6.286851 -0.01 0.80 0.11
H -3.519287 -3.592447 3.435979 0.09 -0.32 -0.23
C -1.955111 -0.035447 5.465420 -2.24 -0.93 -1.81
C 3.132789 -3.603701 -2.337939 0.22 1.02 0.81
C 0.001168 0.493312 -1.542252 2.65 1.19 -0.44
H 1.056139 -3.119244 2.932789 0.28 -0.60 0.56
H 1.628427 2.209634 4.854112 -0.37 -0.07 0.24
H 2.444452 1.177907 -6.176929 0.36 0.54 0.39
H 2.655138 -5.041956 -0.782310 -0.20 -0.68 -0.27
H 3.946073 3.325791 3.192542 1.00 0.36 0.61
H 5.198174 1.596272 0.627318 -0.25 -0.15 -0.19
C 1.657588 5.233089 -3.639774 0.49 -0.48 0.54
H -2.602558 2.348156 -0.642640 -0.79 0.66 -0.65
H -0.606355 -2.936185 -4.160064 0.12 -0.34 -0.43
H -5.090822 1.022434 -5.397900 -0.15 -0.01 0.59
C 0.455156 -0.896741 -2.005332 0.59 1.22 -0.91
H 1.854961 -5.218930 4.312006 0.52 0.15 2.23
H -0.339622 -1.597660 -1.803542 -0.11 -0.52 -0.19
C 1.535730 -5.307528 3.333363 -1.21 0.28 -0.99
H 1.474432 -2.067944 5.795104 -0.95 0.21 0.70
H -0.463970 1.669740 2.247966 0.18 0.13 0.26
Cl 0.280172 4.007134 -1.518617 0.29 0.27 -0.25
C 0.563655 -3.712444 6.846449 -0.61 -0.54 1.54
C -0.601805 -0.593885 5.661351 -1.54 -0.43 1.15
H -2.115161 -0.015084 4.354785 0.23 0.07 0.71
C 0.668342 -4.153298 2.906842 0.04 0.43 -0.88
H -3.064004 3.069131 -2.269740 0.16 -0.26 0.42
C 2.603744 2.661015 4.805295 0.45 0.98 0.44
H 3.326664 1.606275 -1.769274 -0.25 0.10 -0.02
Cl -3.046736 -0.523397 -3.796524 0.12 -0.12 -0.19
C 3.026523 2.830930 3.383597 -0.42 -0.60 -2.18
H 2.290869 0.252007 -4.563020 0.26 0.39 -0.51
H -2.663191 -4.341670 4.829735 -0.16 -0.41 0.16
C -6.189624 3.624415 0.512011 2.05 -0.32 -0.44
H -4.885845 4.357318 -1.397811 0.40 0.19 0.09
H 3.292771 -0.366246 -5.903056 -0.30 0.14 0.10
H 0.358831 -4.136655 -5.111178 0.06 -0.17 0.22
H 3.091707 2.547593 -0.305174 -0.53 0.78 0.40
H -6.872628 2.555224 2.237986 0.25 0.22 -0.05
O 0.386597 0.017581 5.431358 1.48 0.52 -0.29
O -1.219259 -2.232894 2.857508 0.36 -0.43 0.03
H 1.396337 -1.175497 -1.497356 -0.51 0.03 -0.07
C -0.221656 -2.370600 -6.187908 -0.03 0.67 -0.02
C -6.681238 3.586754 1.919733 -1.31 0.11 0.08
H -2.768516 -0.704504 5.810399 0.63 0.32 0.14
H 1.375271 6.068176 -1.734763 0.09 -0.25 -0.02
Cl 3.768093 1.587084 5.589706 0.35 -0.60 0.20
C 0.539022 0.620042 0.772447 0.16 1.13 0.79
Cl 1.904654 3.909066 2.417424 -0.10 -0.36 0.46
C 3.820077 2.141195 -0.963079 0.61 -0.74 -1.34
C -2.719732 -3.499641 4.164913 -0.67 1.00 0.91
H 0.961457 -6.242294 3.227891 0.48 0.28 -0.18
Cl 4.342818 -2.270455 -2.433775 -0.37 -0.16 -0.46
Cl -4.024076 -0.013928 -7.186757 0.01 -0.31 0.14
Cl 1.797138 3.619433 -4.383367 -0.05 0.14 -0.41
Cl 5.934459 0.355069 -1.247740 -0.63 0.45 0.51
H -2.007684 0.849192 -5.516372 -0.32 -0.31 0.74
H -7.622645 4.125664 2.011384 -0.25 -0.17 -0.32
H 0.083042 -2.639290 -7.201111 0.21 -0.69 0.21
H 2.528337 4.749969 -1.726924 0.24 -0.40 -0.02
O -0.541046 -4.217107 3.693246 0.15 -0.19 -0.72
H -2.188895 0.968484 5.794798 0.68 0.16 0.36
C 1.193970 -0.399632 -6.232318 -3.36 -0.51 -2.99
```
Positions in Å, forces in eV/Å.